(1)
C26H38O21 | the ωB97M-V functional and the def2-TZVPD basis

Orbital gap: 10.97 eV
Molecular weight: 686.6 g mol⁻¹
HOMO level: -10.69 eV
Strongest force on any atom: 1.6 eV/Å
E: -70577.375 eV

Each line ends with the Mulliken charge.
Positions of all 85 atoms, in Å:
C -1.76 -6.80 -0.20  -0.344
C -1.86 -6.04 1.15  -0.271
O -0.96 -4.96 0.99  -0.280
C -0.37 -4.99 -0.22  0.604
O 0.41 -4.20 -0.62  -0.490
O -0.81 -6.05 -0.94  -0.354
H -2.72 -6.80 -0.71  0.259
H -1.40 -7.82 -0.09  0.263
H -1.58 -6.68 1.98  0.312
H -2.86 -5.63 1.27  0.263
C 6.71 0.26 -5.33  -0.310
C 6.14 0.63 -3.95  -0.315
O 4.96 -0.14 -3.84  -0.177
C 4.74 -0.86 -4.99  0.573
O 3.82 -1.57 -5.16  -0.478
O 5.73 -0.62 -5.88  -0.369
H 7.64 -0.31 -5.26  0.240
H 6.87 1.13 -5.96  0.268
H 5.88 1.69 -3.88  0.275
H 6.85 0.43 -3.15  0.319
C 2.36 2.55 3.91  -1.322
C 2.29 2.78 5.40  0.507
C 1.95 4.21 5.84  -0.460
O 1.08 4.01 6.96  -0.350
C 0.60 2.74 6.94  0.628
O -0.25 2.34 7.66  -0.517
O 1.23 2.02 5.98  -0.342
H 1.47 2.92 3.42  0.248
H 2.55 1.49 3.72  0.342
H 3.20 3.12 3.51  0.400
H 3.25 2.51 5.87  0.267
H 1.41 4.76 5.06  0.280
H 2.81 4.79 6.16  0.315
C 1.54 -1.11 -0.79  -0.926
C 2.58 -0.09 -0.43  0.565
C 3.08 0.86 -1.54  -0.349
O 2.58 2.16 -1.20  -0.392
C 1.97 2.12 0.00  0.666
O 1.57 3.07 0.60  -0.566
O 1.90 0.87 0.46  -0.261
H 0.60 -0.66 -1.10  -0.276
H 1.29 -1.76 0.05  0.414
H 1.88 -1.74 -1.62  0.413
H 3.36 -0.47 0.22  0.375
H 2.75 0.56 -2.53  0.279
H 4.16 0.90 -1.52  0.038
C -4.93 -0.75 -3.85  -1.733
C -3.81 -0.27 -2.95  0.790
C -3.41 -1.20 -1.81  -0.250
O -1.98 -1.31 -1.94  0.043
C -1.56 -0.68 -3.05  0.440
O -0.44 -0.58 -3.42  -0.550
O -2.61 -0.12 -3.71  -0.376
H -5.82 -1.01 -3.29  0.390
H -4.62 -1.63 -4.42  0.399
H -5.17 0.03 -4.58  0.379
H -4.10 0.70 -2.55  -0.013
H -3.83 -2.20 -1.90  0.354
H -3.64 -0.82 -0.82  0.176
C -1.41 0.05 2.11  -1.412
C -2.39 -1.12 2.10  1.306
C -1.99 -2.32 2.98  0.369
O -3.13 -2.57 3.79  -0.374
C -4.06 -1.60 3.59  0.533
O -5.09 -1.55 4.18  -0.554
O -3.65 -0.73 2.64  -0.390
H -0.97 0.11 3.11  0.593
H -1.95 0.98 1.98  0.134
H -0.71 -0.09 1.28  0.144
H -2.55 -1.48 1.08  -0.292
H -1.10 -2.14 3.58  0.280
H -1.76 -3.18 2.34  -0.317
C -0.74 3.35 -2.35  -1.599
C -1.33 2.73 -1.11  1.605
C -1.65 3.70 0.01  -0.560
O -2.70 3.02 0.70  -0.375
C -3.34 2.23 -0.19  0.507
O -4.27 1.53 0.04  -0.522
O -2.71 2.29 -1.39  -0.355
H -0.20 4.27 -2.08  0.453
H -1.50 3.56 -3.10  0.429
H 0.09 2.78 -2.77  0.254
H -0.78 1.85 -0.76  -0.478
H -1.97 4.65 -0.42  0.372
H -0.84 3.89 0.71  0.238

---

(2)
C26H39AsFNO2PtS2Si | the ωB97M-V functional and the def2-TZVPD basis

Orbital gap (alpha / beta): 7.04 / 5.51 eV
Molecular weight: 778.8 g mol⁻¹
HOMO level (alpha / beta): -6.46 / -7.32 eV
Strongest force on any atom: 1.0 eV/Å
Spin multiplicity: 3
E: -129528.793 eV

Each line ends with the Mulliken charge.
Positions of all 74 atoms, in Å:
Pt 0.08 1.16 0.77  0.066
C -3.14 4.12 2.68  -1.395
Si -2.21 3.15 1.35  0.366
C -0.72 4.22 0.95  -1.094
C -3.33 3.00 -0.14  -0.989
N -1.62 1.55 1.82  0.545
C -2.31 0.65 2.62  0.871
C -3.60 0.94 3.12  -0.507
C -4.31 0.09 3.94  -1.038
C -3.77 -1.14 4.31  -0.351
C -2.52 -1.49 3.81  -0.735
C -1.84 -0.63 2.99  0.326
F -0.66 -1.08 2.52  -0.311
H -2.95 5.19 2.52  0.452
H -2.82 3.87 3.70  0.385
H -4.22 3.98 2.62  0.420
H -1.05 5.21 0.61  0.481
H -0.11 3.78 0.17  0.328
H -0.10 4.36 1.84  0.213
H -3.66 3.98 -0.47  0.421
H -4.21 2.40 0.10  0.288
H -2.79 2.51 -0.95  0.171
H -4.05 1.88 2.82  0.273
H -5.29 0.38 4.30  0.417
H -4.31 -1.81 4.96  0.399
H -2.08 -2.45 4.04  0.462
C -4.35 -2.26 -1.52  -1.090
C -3.40 -1.17 -2.01  -0.586
S -2.15 -0.77 -0.77  0.594
O -1.45 0.47 -1.25  -0.796
C -0.99 -2.14 -1.08  -0.429
C -0.23 -1.97 -2.39  -1.143
H -5.19 -2.38 -2.20  0.382
H -4.74 -2.02 -0.53  0.300
H -3.84 -3.23 -1.46  0.280
H -3.92 -0.22 -2.15  0.400
H -2.90 -1.42 -2.95  0.294
H -1.57 -3.07 -1.02  0.507
H -0.31 -2.09 -0.23  0.204
H -0.88 -2.10 -3.26  0.331
H 0.56 -2.72 -2.45  0.389
H 0.22 -0.99 -2.43  0.213
C 4.63 -5.02 -6.91  -1.085
C 4.19 -4.14 -5.77  0.733
O 3.08 -4.16 -5.30  -0.520
S 5.49 -3.05 -5.20  -0.241
C 4.62 -2.11 -3.98  0.057
C 4.30 -2.69 -2.75  -0.331
C 3.58 -1.97 -1.82  -0.449
C 3.17 -0.65 -2.09  0.399
C 3.53 -0.07 -3.31  -0.547
C 4.25 -0.80 -4.25  -0.429
C 2.35 0.05 -1.15  -0.040
C 1.59 0.64 -0.40  -0.735
H 4.21 -6.01 -6.77  0.306
H 5.72 -5.07 -6.99  0.370
H 4.23 -4.61 -7.84  0.274
H 4.61 -3.70 -2.55  0.412
H 3.31 -2.41 -0.87  0.481
H 3.23 0.94 -3.51  0.471
H 4.52 -0.35 -5.20  0.430
C 2.89 0.47 4.06  -1.225
As 1.58 1.49 3.01  0.392
C 2.79 2.85 2.32  -1.146
C 0.74 2.48 4.48  -1.104
H 3.49 1.15 4.66  0.387
H 3.53 -0.08 3.38  0.370
H 2.37 -0.23 4.71  0.365
H 3.25 3.43 3.12  0.450
H 2.24 3.51 1.65  0.265
H 3.56 2.35 1.74  0.362
H 1.49 3.02 5.05  0.462
H 0.22 1.78 5.13  0.349
H 0.00 3.18 4.07  0.200

---

(3)
C26H39Br2FIN4 | the ωB97M-V functional and the def2-TZVPD basis

Orbital gap: 8.47 eV
Molecular weight: 713.3 g mol⁻¹
HOMO level: -10.81 eV
Strongest force on any atom: 1.6 eV/Å
Total charge: +1
E: -184450.561 eV

Each line ends with the Mulliken charge.
Positions of all 73 atoms, in Å:
C -0.03 -3.12 -0.23  -1.419
C -1.06 -3.60 -1.25  0.230
Br -0.40 -5.36 -1.84  -0.007
C -2.48 -3.69 -0.53  -0.498
Br -3.11 -5.56 -0.55  -0.017
C -3.59 -2.85 -1.24  -0.295
I -5.42 -3.15 -0.05  0.314
C -3.85 -3.41 -2.57  0.318
N -3.95 -3.66 -3.68  -0.635
C -3.34 -1.28 -1.30  4.329
C -2.72 -0.88 -0.01  -1.727
N -2.45 -0.58 1.06  -0.663
C -2.40 -0.82 -2.48  -2.304
C -1.07 -0.20 -2.03  1.354
C -0.27 0.14 -3.30  -0.710
F 0.60 1.18 -3.08  -0.348
C -4.64 -0.50 -1.50  -0.415
C -5.10 0.45 -0.60  -0.632
C -6.27 1.16 -0.81  -0.499
N -7.02 0.99 -1.89  -0.625
C -6.59 0.07 -2.75  -0.507
C -5.45 -0.71 -2.63  -0.534
H 0.96 -3.03 -0.69  0.538
H -0.33 -2.18 0.24  0.003
H 0.04 -3.87 0.56  0.512
H -1.08 -3.02 -2.16  0.272
H -2.41 -3.46 0.53  0.786
H -2.17 -1.62 -3.18  0.453
H -2.92 -0.06 -3.04  0.812
H -1.22 0.76 -1.52  0.507
H -0.46 -0.89 -1.45  -0.875
H 0.27 -0.76 -3.62  0.341
H -0.97 0.40 -4.10  0.428
H -4.54 0.63 0.31  0.356
H -6.59 1.90 -0.08  0.416
H -7.20 -0.09 -3.64  0.402
H -5.19 -1.42 -3.40  0.411
C 0.03 2.60 2.01  -1.716
C 0.61 1.46 1.18  1.248
C 1.37 0.43 2.01  -0.277
C 2.62 0.87 2.77  -1.449
N 3.81 1.34 1.99  0.344
C 3.72 2.78 1.55  -0.554
C 3.92 3.60 2.82  -0.696
C 4.85 2.76 3.70  -0.643
C 4.98 1.42 2.98  -0.646
C 4.22 0.39 0.88  -0.728
C 3.57 0.59 -0.50  -0.850
C 2.67 -0.56 -0.96  -0.505
H 0.79 3.13 2.58  0.272
H -0.46 3.32 1.37  0.429
H -0.72 2.22 2.72  0.431
H 1.22 1.86 0.38  0.026
H -0.22 0.94 0.69  -0.813
H 1.61 -0.45 1.41  -0.083
H 0.69 0.05 2.78  0.796
H 2.97 0.00 3.33  0.338
H 2.38 1.64 3.50  0.619
H 4.52 2.95 0.84  0.553
H 2.76 2.97 1.08  0.358
H 2.97 3.77 3.32  0.120
H 4.32 4.59 2.59  0.551
H 4.44 2.64 4.70  0.326
H 5.83 3.22 3.81  0.322
H 4.95 0.55 3.64  0.468
H 5.90 1.39 2.40  0.454
H 4.08 -0.61 1.27  0.587
H 5.29 0.54 0.75  0.294
H 4.38 0.67 -1.22  0.550
H 3.03 1.54 -0.58  0.424
H 3.03 -1.52 -0.61  0.408
H 2.64 -0.59 -2.05  0.500
H 1.64 -0.42 -0.63  -0.531

---

(4)
C26H39ClFeN3O4Se | the ωB97M-V functional and the def2-TZVPD basis

Orbital gap (alpha / beta): 5.19 / 5.49 eV
Molecular weight: 627.9 g mol⁻¹
HOMO level (alpha / beta): -2.66 / -2.96 eV
Strongest force on any atom: 4.3 eV/Å
Total charge: -1
Spin multiplicity: 5
E: -152509.659 eV

Each line ends with the Mulliken charge.
Positions of all 75 atoms, in Å:
O 1.51 -0.43 -2.94  -0.368
C 0.50 -0.12 -3.51  -0.196
C 0.00 1.23 -3.78  0.742
C 0.46 2.42 -3.15  0.022
H 0.74 2.36 -2.08  0.559
C 0.59 3.59 -3.92  -0.832
H 1.13 4.45 -3.51  0.381
C 0.10 3.64 -5.23  -0.247
H 0.32 4.52 -5.83  0.348
C -0.56 2.54 -5.76  -0.614
H -0.92 2.58 -6.79  0.343
C -0.67 1.36 -5.02  -0.591
H -1.17 0.49 -5.46  0.338
H -0.34 -0.81 -3.58  0.020
C -2.18 -1.75 -2.48  -1.937
C -1.95 -0.67 -1.52  1.101
H -2.71 -1.44 -3.34  0.383
H -2.79 -2.32 -1.77  0.691
H -1.40 -2.41 -2.86  0.217
C -2.41 0.61 -1.56  0.154
C -3.83 0.72 -2.08  -1.754
H -1.99 1.57 -1.21  0.295
H -3.81 1.11 -3.09  0.357
H -4.40 1.36 -1.42  0.366
H -4.24 -0.32 -2.08  0.335
Fe -2.18 -0.89 0.40  0.186
Cl -4.20 -0.37 1.15  -0.651
C -1.60 -0.41 3.10  -0.135
O -1.29 -1.28 2.23  -0.568
N -1.22 -0.44 4.37  0.576
C -0.53 -1.57 4.95  -1.037
C -1.84 0.51 5.28  -1.020
H -2.23 0.43 2.81  0.560
H 0.01 -2.11 4.17  0.254
H -1.24 -2.23 5.46  0.323
H 0.19 -1.21 5.69  0.337
H -2.09 1.43 4.73  0.325
H -1.17 0.77 6.10  0.337
H -2.77 0.10 5.71  0.295
H 4.81 1.13 -1.96  0.364
H 4.26 2.28 0.24  0.446
C 3.72 1.13 -1.93  -1.073
C 3.44 1.60 0.49  -1.003
N 3.25 0.70 -0.64  0.400
H 3.33 0.47 -2.70  0.353
C 2.76 -0.55 -0.43  -0.350
O 2.14 -0.92 0.57  -0.562
H 3.70 1.05 1.40  0.318
H 2.98 -1.25 -1.25  0.583
H 3.37 2.14 -2.13  0.367
H 2.54 2.20 0.70  0.150
H -0.14 -5.94 0.67  0.332
H 2.04 -5.70 -0.80  0.318
C -0.62 -5.38 -0.14  -1.025
C 1.43 -5.10 -1.48  -0.910
N 0.34 -4.48 -0.75  0.257
H -1.39 -4.75 0.28  0.201
C 0.17 -3.15 -0.60  0.562
O -0.76 -2.65 0.02  -0.772
H 2.08 -4.35 -1.93  0.237
H 0.93 -2.52 -1.10  -0.108
H -1.05 -6.05 -0.89  0.337
H 1.04 -5.75 -2.28  0.316
Se -0.39 1.89 0.74  -0.128
C 0.20 2.15 2.47  0.076
C -0.19 3.33 3.15  -0.559
C 0.23 3.57 4.45  -0.583
C 1.10 2.65 5.07  -0.475
C 1.56 1.50 4.38  -0.732
C 1.11 1.26 3.10  -0.112
H -0.83 4.02 2.61  0.351
H -0.13 4.45 4.99  0.332
H 1.44 2.83 6.09  0.307
H 2.28 0.81 4.85  0.426
H 1.45 0.39 2.52  0.464

---

(5)
C26H39CrO16 | the ωB97M-V functional and the def2-TZVPD basis

Orbital gap (alpha / beta): 8.34 / 9.34 eV
Molecular weight: 659.6 g mol⁻¹
HOMO level (alpha / beta): -8.69 / -9.19 eV
Strongest force on any atom: 2.5 eV/Å
Spin multiplicity: 4
E: -88779.795 eV

Each line ends with the Mulliken charge.
Positions of all 82 atoms, in Å:
Cr 2.81 4.24 22.65  1.314
C 6.30 4.84 20.71  -1.394
C 5.05 4.56 21.47  1.098
O 5.00 4.34 22.70  -0.602
O 3.92 4.51 20.89  -0.638
H 7.07 4.23 21.21  0.304
H 6.67 5.86 20.70  0.356
H 6.22 4.46 19.69  0.320
C 3.03 0.15 23.15  -1.154
C 2.87 1.64 23.00  0.804
O 2.87 2.45 23.95  -0.324
O 2.62 2.18 21.87  -0.620
H 4.09 -0.12 23.07  -0.095
H 2.46 -0.34 22.37  0.372
H 2.60 -0.11 24.11  0.404
C 3.26 7.66 24.80  -1.489
C 2.95 6.34 24.17  1.236
O 2.64 6.31 22.94  -0.473
O 3.11 5.20 24.67  -0.385
H 3.67 8.37 24.09  0.355
H 4.02 7.61 25.58  0.332
H 2.37 8.08 25.28  0.319
O 7.32 1.70 27.58  -0.617
C 6.24 2.20 27.38  0.423
O 5.12 1.46 27.21  -0.380
C 3.98 2.36 27.06  0.465
C 4.43 3.76 27.42  0.017
C 5.94 3.66 27.18  -0.342
H 3.21 1.87 27.66  0.302
H 3.72 2.30 26.01  -0.466
H 4.13 3.96 28.45  0.330
H 4.03 4.53 26.76  -0.177
H 6.56 4.26 27.84  0.388
H 6.23 3.86 26.15  0.079
O 1.24 4.55 21.26  -0.106
C 0.23 4.30 20.65  0.286
O 0.29 3.64 19.49  -0.354
C -0.96 3.68 18.78  -0.349
C -1.97 4.29 19.77  -0.772
C -1.19 4.67 21.04  0.006
H -1.27 2.67 18.53  0.322
H -0.82 4.34 17.94  0.281
H -2.79 3.62 20.03  0.259
H -2.53 5.12 19.33  0.301
H -1.45 4.05 21.89  0.022
H -1.31 5.71 21.30  0.371
O 6.77 1.28 18.75  -0.623
C 5.65 0.87 18.65  0.622
O 4.61 1.50 19.22  -0.108
C 3.47 0.61 19.16  -0.052
C 3.68 -0.22 17.89  -0.609
C 5.21 -0.34 17.86  -0.683
H 2.58 1.23 19.22  0.216
H 3.50 -0.02 20.05  0.005
H 3.39 0.42 17.05  0.287
H 3.09 -1.13 17.87  0.385
H 5.73 -0.45 16.92  0.406
H 5.51 -1.22 18.45  0.197
O 0.62 4.10 23.77  -0.170
C -0.26 4.45 24.52  -0.032
O -1.45 3.87 24.50  -0.425
C -2.31 4.43 25.52  -0.470
C -1.32 4.94 26.58  -0.671
C -0.10 5.30 25.77  0.010
H -2.99 3.65 25.85  0.327
H -2.91 5.25 25.12  0.264
H -1.15 4.17 27.34  0.301
H -1.75 5.78 27.12  0.322
H 0.87 5.21 26.25  0.087
H -0.14 6.36 25.47  0.224
O 6.56 -2.39 23.38  -0.617
C 6.98 -1.40 22.86  0.392
O 6.37 -0.22 22.95  -0.333
C 6.89 0.72 21.99  0.681
C 8.34 0.25 21.75  -0.490
C 8.24 -1.25 22.01  -0.538
H 6.88 1.70 22.45  0.143
H 6.22 0.70 21.13  -0.643
H 8.95 0.75 22.50  0.333
H 8.65 0.50 20.74  0.339
H 9.14 -1.72 22.40  0.382
H 8.02 -1.82 21.10  0.214

---

(6)
C26H39F15N2O12 | the ωB97M-V functional and the def2-TZVPD basis

Orbital gap: 7.71 eV
Molecular weight: 856.6 g mol⁻¹
HOMO level: -7.95 eV
Strongest force on any atom: 16.1 eV/Å
E: -95877.398 eV

Each line ends with the Mulliken charge.
Positions of all 94 atoms, in Å:
C 0.23 -0.36 0.63  -0.678
O 1.27 -0.57 0.14  -0.207
N -0.08 -0.60 1.93  1.732
C -1.34 -0.23 2.59  -1.471
C 0.90 -1.29 2.90  -1.039
H -0.49 0.29 0.10  -1.991
H -1.22 0.16 3.60  0.791
H -1.98 -1.11 2.50  0.572
H -1.93 0.54 2.09  0.086
H 0.71 -2.35 2.78  0.425
H 1.92 -0.99 2.64  0.231
H 0.66 -0.90 3.89  0.240
C 1.09 0.69 -3.13  0.654
O 1.39 1.86 -3.34  -0.757
N 0.01 0.29 -2.38  0.040
C -0.24 -1.15 -2.22  -1.487
C -0.82 1.27 -1.66  -1.433
H 1.63 -0.16 -3.59  0.112
H -1.21 -1.48 -2.58  2.491
H -0.15 -1.32 -1.15  0.161
H 0.47 -1.74 -2.80  -0.044
H -0.72 2.31 -1.96  0.438
H -1.84 0.96 -1.89  0.424
H -0.65 1.30 -0.58  1.843
C -5.32 5.87 0.18  -1.206
C -3.82 5.51 0.53  -0.265
O -3.74 4.22 0.97  -0.175
C -2.60 3.76 1.55  -0.378
O -1.67 4.46 1.90  -0.546
C -2.56 2.24 1.60  1.315
F -1.49 1.87 0.97  0.337
F -2.38 1.74 2.83  -0.268
F -3.59 1.67 1.07  -0.228
H -6.04 5.54 0.93  0.327
H -5.66 5.52 -0.79  0.331
H -5.37 6.96 0.12  0.372
H -3.39 6.21 1.24  0.319
H -3.27 5.65 -0.39  0.318
C -0.43 -3.96 1.18  -1.652
C 0.67 -3.07 0.58  -0.544
O 0.53 -3.22 -0.81  -0.462
C 1.14 -4.28 -1.47  0.237
O 1.78 -5.16 -0.87  -0.597
C 0.79 -4.32 -2.99  1.251
F 0.33 -3.23 -3.50  -0.382
F 1.77 -4.86 -3.75  -0.324
F -0.18 -5.25 -3.06  -0.321
H -1.38 -3.91 0.64  0.197
H -0.59 -3.66 2.22  0.505
H -0.05 -4.98 1.10  0.474
H 1.68 -3.25 0.94  0.139
H 0.35 -2.04 0.74  0.000
C 3.74 4.54 4.88  -1.041
C 3.74 4.16 3.42  -0.345
O 2.42 3.69 3.04  -0.186
C 2.16 2.35 3.13  -0.540
O 2.84 1.53 3.74  -0.578
C 1.02 1.86 2.22  1.456
F 0.48 2.89 1.63  -0.352
F 1.55 1.06 1.32  -0.465
F 0.02 1.19 2.88  -0.280
H 3.44 3.71 5.52  0.320
H 3.21 5.47 5.08  0.293
H 4.80 4.69 5.07  0.361
H 4.51 3.42 3.18  0.362
H 3.87 5.08 2.85  0.325
C 3.35 -0.10 -0.57  -1.932
C 2.42 -1.16 -1.08  2.938
O 3.06 -1.98 -2.06  -0.624
C 3.14 -1.68 -3.36  0.426
O 2.77 -0.64 -3.93  -0.541
C 3.61 -2.96 -4.10  0.975
F 2.51 -3.56 -4.54  -0.239
F 4.47 -2.68 -5.04  -0.285
F 4.23 -3.73 -3.20  -0.278
H 4.29 -0.48 -0.18  0.338
H 2.92 0.51 0.22  0.097
H 3.52 0.57 -1.42  0.447
H 1.68 -0.56 -1.61  -1.082
H 2.07 -1.80 -0.27  -0.258
C -2.23 -3.22 -3.34  -1.529
C -2.14 -3.09 -1.84  0.616
O -2.75 -1.83 -1.41  -0.281
C -2.44 -1.25 -0.13  0.249
O -1.53 -1.63 0.62  0.032
C -3.23 -0.03 0.21  1.072
F -4.54 -0.25 0.01  -0.296
F -2.89 0.23 1.54  -0.275
F -2.78 0.97 -0.57  -0.223
H -2.04 -2.28 -3.86  0.343
H -3.23 -3.51 -3.66  0.532
H -1.53 -3.96 -3.73  0.392
H -1.08 -3.06 -1.60  -0.377
H -2.55 -3.90 -1.24  0.525